DFT (wB97M-V/def2-TZVPD) results for C16H20N4O5 in the gas phase in a non-equilibrium geometry.

Positions of all 45 atoms, in Å:
H1 0.01225 -0.21932 1.31505
O1 -1.42187 -5.97804 3.48075
C1 -2.57421 1.02550 -2.70179
H2 3.50931 0.66757 -0.74825
C2 0.20536 -3.83337 1.20174
C3 1.29952 -2.05471 2.40065
C4 -0.25783 -4.35404 2.40653
H3 -1.44876 3.45136 -3.76043
H4 0.48670 2.21476 1.34499
C5 0.40473 0.25981 0.42066
N1 1.84065 0.09344 0.33695
H5 -2.71876 4.30871 -2.87480
C6 0.07360 -3.74248 3.61317
H6 -1.75774 0.62381 -3.31903
O2 -2.06267 1.51987 -1.47836
H7 1.36028 -2.30877 0.26713
O3 3.80606 0.14892 1.47088
H8 -3.31541 2.10202 -4.45392
H9 -0.28530 -4.17199 4.53568
C7 -3.21234 2.23385 -3.38019
H10 2.49860 2.74877 0.11485
C8 2.64469 -0.18827 1.39471
N2 2.05815 -0.90381 2.45323
C9 0.84786 -2.60703 3.60771
H11 -4.19452 2.42586 -2.94686
C10 2.42706 0.78971 -0.79510
O4 -1.35953 -6.02043 1.33181
H12 2.41114 2.77502 -1.66913
C11 0.97783 -2.69495 1.19732
H13 -1.89181 3.45451 -0.83923
H14 -0.04279 -4.34083 0.28235
H15 1.11332 -2.12935 4.53880
C12 0.05296 1.75686 0.44724
C13 -0.05168 2.86534 -1.79284
C14 -2.23129 3.34617 -3.00746
N3 -1.06883 -5.53345 2.40650
H16 2.04141 0.33420 -1.71241
H17 -3.27467 0.22517 -2.46169
N4 0.61503 2.40880 -0.70961
O5 0.52983 3.28836 -2.77348
C15 2.05791 2.27416 -0.76727
H18 -0.06246 -0.19240 -0.45980
C16 -1.58995 2.84713 -1.70184
H19 -1.02802 1.86267 0.47008
H20 2.57620 -0.77910 3.31471

Values from the calculation:
ΔE to the lowest compared entry with this formula, charge and spin, kJ/mol: 258.7
SMILES: O=C(Nc1ccc([N+](=O)[O-])cc1)N1CCN(C(=O)[C@H]2CCCO2)CC1
Orbital gap, Ha: 0.3171
DFT total energy, eV: -33112.783

DFT (wB97M-V/def2-TZVPD) results for a molecular structure, C16H21AlAsBCaCsF16N4O6PS in a non-equilibrium geometry.

Positions of all 70 atoms, in Å:
P1 2.10453 1.03970 -2.67162
C1 -0.29314 1.18111 5.13261
F1 1.02739 4.48816 -8.22330
H1 0.71556 -1.33832 7.01388
N1 3.84428 -2.30802 -1.17725
C2 3.01845 -2.82198 -1.97462
F2 -6.82753 -1.15731 -1.14341
Ca1 -2.72342 -3.53336 3.64730
H2 -3.19249 -0.87417 1.05556
C3 -0.31608 -1.29994 0.44908
H3 3.19884 -3.84891 -2.28990
H4 -2.01149 1.49701 3.85237
C4 0.49643 0.71367 -0.53485
F3 -1.30875 -0.04907 -1.63954
H5 -0.58200 -1.76144 2.55444
C5 -0.92232 1.51936 3.79821
As1 1.72080 3.46181 -7.01972
B1 4.27273 5.31405 -0.90283
H6 0.55705 1.79393 -0.52564
N2 -3.29103 -1.66070 2.98138
H7 1.13979 -2.80977 -3.05851
F4 1.56694 2.08510 -8.06104
O1 -1.70025 1.70265 1.27774
H8 -1.12692 -3.12357 1.55526
H9 3.58940 -1.34361 -0.96072
C6 -0.23246 0.06584 0.47676
H10 -0.26309 0.00881 7.56157
H11 -0.92412 -2.02676 5.03777
C7 1.14605 0.02052 -1.50592
C8 1.80670 -2.10090 -2.58152
F5 5.36522 6.04875 -0.44201
F6 2.43354 2.36918 -5.75173
F7 -7.75461 1.20158 -2.23999
F8 1.52728 -3.35000 1.48120
C9 1.08733 -4.17719 0.54150
H12 -1.88747 -0.60791 4.57335
Cs1 -3.16216 -3.12403 0.08819
H13 -0.65675 2.54153 3.54742
F9 0.14787 3.12882 -6.36372
O2 1.27563 -5.33112 0.60730
H14 3.75878 0.71580 -1.38609
F10 -8.69901 -1.24489 -3.16831
O3 -0.41309 0.62335 2.78210
O4 3.65814 0.84040 -2.34125
H15 2.17896 -1.45607 -3.37543
C10 -0.86025 0.90847 1.55286
O5 -0.03908 2.07435 5.88850
F11 1.88807 4.78440 -5.92934
H16 -0.72316 -3.84215 -0.42118
F12 4.05914 4.18609 -0.04094
H17 1.38756 0.29048 6.98629
C11 -1.20186 -0.99239 5.32532
H18 -4.22253 -1.24291 2.93712
N3 1.07351 -1.34690 -1.54529
O6 1.83551 0.58613 -4.14121
F13 3.11341 6.10136 -0.90601
C12 0.37707 -2.01877 -0.63298
H19 2.14339 1.32169 -4.77409
Al1 -8.19560 -0.36735 -1.81671
F14 3.30215 3.75634 -7.63900
H20 0.56113 -4.06513 -1.55323
C13 0.48728 -0.28964 6.82733
C14 -2.63981 -1.46534 1.84133
C15 0.32105 -3.58151 -0.61766
F15 -9.40584 -0.34932 -0.63176
H21 -1.75386 -1.04752 6.26588
C16 -1.10675 -1.99213 1.62179
N4 -0.00066 -0.16479 5.44672
F16 4.51739 4.82905 -2.20277
S1 1.73325 2.91538 -2.51706

Values from the calculation:
Orbital gap, Ha: 0.0607
DFT total energy, eV: -185885.170

DFT (wB97M-V/def2-TZVPD) results for 2 unconnected molecules or ions with the total composition C16H21BBr2FN5OS in a non-equilibrium geometry.

Positions of all 48 atoms, in Å:
H1 -1.98486 2.12422 0.72826
H2 -2.12128 0.90060 -1.98712
Br1 -3.21142 -1.91871 1.67132
H3 -2.86198 2.26449 -1.06508
C1 -1.38520 -3.79602 -1.05352
C2 3.59644 1.97431 -1.49230
Br2 -5.39864 0.27444 0.14127
B1 2.51594 0.52287 0.18303
H4 -3.84730 1.33502 -2.25465
C3 -3.48716 0.22377 -0.33659
C4 -0.11333 -4.35803 -0.32172
C5 -2.64535 -0.63725 0.29240
H5 4.20603 2.92998 -1.50259
H6 1.97673 3.65294 -0.99719
C6 -0.10743 0.16283 0.53802
H7 1.30890 3.23091 0.61332
H8 0.70651 -4.63122 -1.03805
S1 2.06164 -1.81250 -2.08846
H9 -0.38091 -5.21100 0.36257
N1 -2.45850 -4.48708 -0.96744
C7 0.62838 1.11374 2.85339
C8 -0.28349 1.16233 1.69612
C9 0.26670 2.11374 3.86160
H10 3.04906 -1.19640 0.85646
H11 1.46015 0.37586 2.90571
C10 -1.33971 2.15160 1.64985
H12 0.29443 -3.52429 0.32840
H13 -3.20052 -3.99775 -1.48918
C11 -1.14069 -0.63964 -0.06580
N2 2.86038 1.90241 -0.19625
C12 -1.26723 -2.43907 -1.88778
H14 -1.09777 3.70920 4.47356
H15 0.84560 2.18157 4.81365
H16 4.25473 1.09243 -1.69416
N3 -0.54962 -1.45623 -1.06521
C13 -3.05938 1.22797 -1.45646
C14 0.77544 -1.10455 -1.03689
H17 -0.70140 -2.70118 -2.81598
H18 2.67727 -2.76932 -1.30075
F1 4.13253 -0.66862 -1.07813
H19 2.85801 2.08488 -2.35095
C15 -0.86355 2.99254 3.63526
O1 3.43856 -0.30261 0.82651
N4 -1.71005 3.10485 2.55951
H20 -2.31576 -2.08892 -2.05787
C16 1.66777 2.77338 -0.35465
H21 0.81107 2.28846 -0.91919
N5 1.14029 -0.13095 -0.11632

Values from the calculation:
Orbital gap, Ha: 0.2523
DFT total energy, eV: -180741.258

DFT (wB97M-V/def2-TZVPD) results for a molecular structure, C16H21BiF6GePSbSe2.

Positions of all 49 atoms, in Å:
H1 5.99615 3.33819 3.07952
H2 6.16019 -3.25466 2.77752
H3 4.80049 -4.66881 4.27846
H4 -2.65040 0.87198 -0.93428
H5 -2.48777 -1.59296 -2.75816
P1 2.58968 0.00162 2.01634
H6 5.07696 1.44646 1.79619
C1 4.58533 -1.84714 2.43055
C2 3.21344 1.42825 2.88883
C3 3.25967 -1.50681 2.72205
C4 4.24444 3.56148 4.30073
H7 4.64160 4.40903 4.84361
H8 -1.13432 -2.86139 1.06196
H9 1.45238 1.66331 4.11528
Sb1 0.21117 3.79114 -0.17292
H10 1.46879 -2.03213 3.79965
F1 -1.19328 2.87306 0.68123
H11 -2.70678 -3.61867 1.28839
H12 -2.91222 -3.21600 -2.21815
H13 2.47191 -4.04635 4.80581
H14 -2.31401 -2.13753 2.16814
Se1 3.29617 -0.03440 -0.07140
F2 -0.34790 5.50548 0.22916
C5 4.49265 1.89761 2.58730
C6 -4.92807 -1.64355 -0.16626
H15 -5.27231 -1.26692 0.79640
C7 -2.34278 -2.32270 -1.95909
Ge1 -2.99242 -1.62472 -0.24518
H16 2.38076 3.56465 5.36672
C8 2.97350 3.08854 4.59741
F3 -0.70040 3.54703 -1.78190
H17 -5.29001 -2.66376 -0.29561
F4 1.21919 3.49566 1.37791
C9 2.49326 -2.29613 3.57626
H18 -1.28896 -2.61324 -1.93595
C10 2.44910 2.01938 3.89194
C11 4.37076 -3.77555 3.84453
H19 -5.34067 -1.01993 -0.95858
Se2 0.35459 -0.01415 2.17067
H20 5.18650 -1.22611 1.77872
C12 -2.19773 -2.65714 1.21586
C13 5.13533 -2.98598 2.99564
C14 5.00584 2.96545 3.30385
Bi1 -0.14287 -0.12292 -0.37964
C15 3.05874 -3.42898 4.13906
C16 -2.30737 0.24109 -0.11174
H21 -2.50234 0.73601 0.83788
F5 0.82530 1.81553 -0.59194
F6 1.78036 4.19909 -1.07997

Values from the calculation:
ΔE to the lowest compared entry with this formula, charge and spin, kJ/mol: 27.5
2S+1: 2
<S²>: 0.753
Orbital gap (spin up / spin down), Ha: 0.3130 / 0.2165
DFT total energy, eV: -242109.606
Net charge: +1